# 1
The following is a quantum chemistry calculation of a structure of composition C14H29N4O6P3S, from the OMol25 dataset.

Properties
HOMO-LUMO gap: 7.77 eV
DFT total energy: -2643.60272 Eh
Energy relative to the best compared isomer or geometry (same formula, charge and spin): 0.00 kcal per mole
HOMO: -8.9950 eV

Element x y z (Å)
O 2.214 -2.601 2.966
P 1.903 -2.950 1.570
C 0.933 -4.453 1.283
C 1.298 -5.586 0.606
P 2.864 -5.971 -0.255
P 4.411 -5.392 1.154
O 3.891 -5.274 2.512
O 5.500 -6.538 0.933
O 5.188 -4.095 0.597
C 0.378 -6.684 0.476
C -0.874 -6.661 0.979
C -1.285 -5.500 1.666
N -2.482 -5.267 2.221
S -2.408 -3.808 2.844
N -0.919 -3.382 2.483
C -0.380 -4.412 1.814
H 2.988 -3.114 0.694
H 1.128 -1.984 0.908
H 2.956 -4.926 -1.192
H 6.378 -6.186 1.134
H 4.893 -3.864 -0.291
H 0.708 -7.565 -0.054
H -1.544 -7.497 0.857
C -2.453 -1.014 0.280
C -1.212 -0.144 0.442
C -1.490 1.257 0.997
O -2.069 2.160 0.074
C -3.466 2.040 -0.114
N -0.477 -0.112 -0.826
H -3.030 -0.752 -0.607
H -2.161 -2.059 0.175
H -3.106 -0.931 1.151
H -0.567 -0.633 1.179
H -0.534 1.709 1.272
H -2.102 1.208 1.907
H -3.967 1.757 0.816
H -3.714 1.314 -0.893
H -3.835 3.015 -0.431
H 0.413 0.358 -0.689
H -0.988 0.480 -1.474
C 1.367 6.264 -1.183
C 0.368 5.156 -1.504
C -0.610 5.502 -2.634
O -1.639 6.404 -2.283
C -1.284 7.771 -2.296
N -0.314 4.749 -0.275
H 0.912 7.051 -0.582
H 2.198 5.859 -0.606
H 1.772 6.715 -2.092
H 0.940 4.292 -1.858
H -1.124 4.583 -2.927
H -0.071 5.874 -3.517
H -0.578 7.990 -3.103
H -0.850 8.092 -1.345
H -2.196 8.342 -2.465
H -0.892 3.932 -0.459
H -0.978 5.481 -0.035

---

# 2
The following is a quantum chemistry calculation of a structure of composition C14H2BF5N4O10S2W, from the OMol25 dataset.

Properties
HOMO-LUMO gap: 7.26 eV
DFT total energy: -2893.74502 Eh
Energy relative to the best compared isomer or geometry (same formula, charge and spin): 49.54 kcal per mole
HOMO: -10.3450 eV

Element x y z (Å)
W -0.099 0.566 0.973
S 3.455 0.347 0.857
C 2.972 1.998 1.034
S 1.288 2.479 0.834
C 3.891 2.944 1.335
C 5.265 2.585 1.524
N 6.358 2.256 1.658
C 3.533 4.324 1.480
N 3.253 5.432 1.598
O -2.174 -2.955 1.102
C -1.482 -2.132 0.589
O -0.803 -1.203 1.302
C -1.189 -2.067 -0.873
C -1.317 -3.222 -1.628
C -0.941 -3.200 -2.956
C -0.429 -2.068 -3.561
C -0.307 -0.926 -2.800
C -0.717 -0.902 -1.469
O -0.684 0.273 -0.797
N 0.292 0.267 -3.415
O 0.059 0.454 -4.589
O 0.999 0.964 -2.712
N -1.069 -4.433 -3.756
O -1.531 -5.406 -3.202
O -0.702 -4.383 -4.910
H -1.695 -4.128 -1.176
H -0.129 -2.077 -4.598
F -3.692 1.344 4.499
C -2.405 1.049 4.420
F -2.197 -0.162 4.945
F -1.703 1.945 5.111
C -1.951 1.025 2.949
O -2.706 0.960 2.015
O -0.637 1.051 2.781
F -1.724 2.676 -0.740
B -1.216 2.513 0.456
F -1.434 3.442 1.365
O 1.714 -1.337 -0.103
C 1.854 -0.294 0.458

---

# 3
The following is a quantum chemistry calculation of a cluster of 4 separate species, C14H30B2BrNO8 in total at a distorted geometry, from the OMol25 dataset.

Properties
SMILES: NB(O)BCC(=O)Br.CCOC(C)=O.CCOC(C)=O.CCOC(C)=O
HOMO-LUMO gap: 9.09 eV
DFT total energy: -3831.85917 Eh
HOMO: -9.7964 eV

Element x y z (Å)
N 0.330 -2.139 2.949
B -0.118 -1.011 2.089
O 0.606 -0.653 0.879
B -1.496 -0.117 2.420
C -2.696 -0.901 3.224
C -3.266 -1.990 2.175
O -3.546 -3.124 2.582
Br -3.503 -1.539 0.252
H -0.435 -2.559 3.488
H 0.729 -2.836 2.296
H -0.105 -0.547 0.207
H -1.689 1.000 2.094
H -3.511 -0.201 3.606
H -2.266 -1.464 4.122
C 4.664 1.434 -2.398
C 3.966 0.089 -2.360
O 2.739 0.167 -1.619
C 1.562 0.549 -2.144
C 1.546 1.213 -3.493
O 0.545 0.427 -1.502
H 4.060 2.186 -2.910
H 5.624 1.353 -2.913
H 4.837 1.802 -1.385
H 3.797 -0.327 -3.355
H 4.596 -0.627 -1.829
H 1.595 2.294 -3.362
H 0.613 0.952 -3.995
H 2.348 0.887 -4.154
C 2.854 0.730 5.253
C 1.684 1.519 4.702
O 1.289 2.558 5.611
C 1.848 3.781 5.649
C 3.144 4.014 4.921
O 1.351 4.653 6.322
H 3.737 1.360 5.381
H 3.110 -0.094 4.584
H 2.610 0.324 6.237
H 1.878 1.921 3.704
H 0.821 0.856 4.604
H 3.975 3.848 5.607
H 3.164 5.049 4.576
H 3.269 3.395 4.035
C -5.413 -1.020 -4.421
C -4.935 -1.867 -5.583
O -3.555 -1.605 -5.879
C -2.522 -2.207 -5.263
C -2.777 -2.982 -4.000
O -1.398 -2.059 -5.682
H -4.867 -1.251 -3.504
H -6.478 -1.183 -4.240
H -5.248 0.039 -4.629
H -5.107 -2.934 -5.425
H -5.496 -1.594 -6.480
H -2.630 -2.326 -3.141
H -2.064 -3.807 -3.950
H -3.767 -3.433 -3.952

---

# 4
The following is a quantum chemistry calculation of a structure of composition C14H30B3F12Li2O4 at a distorted geometry, from the OMol25 dataset.

Properties
Total charge: -1
HOMO-LUMO gap: 9.95 eV
DFT total energy: -2141.34294 Eh
HOMO: -7.9301 eV

Element x y z (Å)
Li 9.218 11.207 17.001
Li 6.625 9.109 14.840
B 4.479 10.014 13.801
F 5.791 9.801 13.318
F 3.549 9.419 12.953
F 4.444 9.310 15.035
F 4.242 11.365 14.027
B 6.632 10.446 18.467
F 6.612 9.803 19.737
F 5.636 11.463 18.442
F 7.897 11.108 18.372
F 6.421 9.538 17.458
B 8.729 9.870 15.175
F 9.064 9.332 16.434
F 8.469 8.857 14.268
F 7.643 10.730 15.348
F 9.826 10.650 14.742
C 11.128 10.830 20.217
C 12.255 11.688 19.629
C 12.083 11.529 18.106
O 10.929 10.692 17.942
C 10.787 9.864 19.102
H 10.327 11.520 20.484
H 11.398 10.389 21.180
H 13.269 11.404 19.914
H 12.110 12.720 19.952
H 12.934 11.023 17.646
H 11.923 12.476 17.597
H 11.399 8.963 18.999
H 9.757 9.507 19.114
C 14.092 8.664 13.582
C 15.469 8.856 14.193
C 15.321 10.151 14.973
O 14.027 10.075 15.554
C 13.168 9.381 14.635
H 13.873 7.600 13.559
H 13.969 9.185 12.637
H 16.339 8.892 13.533
H 15.715 8.082 14.925
H 15.375 11.072 14.377
H 16.066 10.264 15.765
H 12.511 10.088 14.132
H 12.581 8.645 15.178
C 11.335 5.269 11.819
C 10.890 5.258 13.295
C 9.372 5.448 13.239
O 8.969 5.277 11.889
C 10.060 5.668 11.066
H 11.587 4.221 11.643
H 12.229 5.875 11.697
H 11.385 6.036 13.891
H 11.132 4.405 13.935
H 9.108 6.431 13.630
H 8.946 4.679 13.881
H 10.013 6.718 10.763
H 10.010 5.122 10.122
C 10.634 14.848 15.944
C 10.131 13.453 15.568
O 9.044 13.101 16.433
H 9.854 15.563 15.680
H 11.546 15.074 15.385
H 10.860 14.901 17.007
H 10.890 12.683 15.703
H 9.921 13.400 14.496
H 8.257 13.584 16.160

---

# 5
The following is a quantum chemistry calculation of a structure of composition C14H30BFNO3S3Tm at a distorted geometry, from the OMol25 dataset.

Properties
Total charge: +2
HOMO-LUMO gap (spin up / spin down): 3.71 / 2.13 eV
2S+1: 3
DFT total energy: -3235.16703 Eh
HOMO (spin up / spin down): -13.3038 / -13.2781 eV

Element x y z (Å)
C 4.513 -3.004 2.156
C 3.373 -3.052 0.936
C 2.358 -1.757 1.009
F 1.235 -2.105 1.947
B 1.771 -1.300 -0.488
C 0.404 -2.171 -0.761
C -0.290 -1.895 -2.244
C -1.436 -0.733 -2.098
S -3.209 -1.364 -2.169
C -3.849 -1.061 -0.400
S -3.965 -2.486 0.573
N -4.201 0.344 0.131
C -5.465 0.268 0.958
C -6.408 1.646 0.853
C -2.986 0.740 0.940
C -3.267 1.820 2.141
C 1.588 0.333 -0.645
C 2.980 1.189 -0.320
C 2.723 2.706 -0.972
S 4.086 3.929 -0.566
O 4.534 3.894 0.935
O 3.587 5.403 -0.812
O 5.479 3.689 -1.563
H 5.236 -2.122 1.894
H 5.146 -4.007 2.091
H 4.003 -2.884 3.225
H 3.906 -3.144 -0.102
H 2.695 -4.010 1.070
H 2.950 -0.883 1.548
H 2.602 -1.629 -1.274
H -0.457 -1.994 0.027
H 0.731 -3.318 -0.736
H 0.555 -1.496 -2.987
H -0.661 -2.907 -2.699
H -1.193 -0.142 -1.098
H -1.298 0.026 -2.990
H -6.136 -0.582 0.455
H -5.304 -0.085 2.071
H -7.522 1.378 0.567
H -5.995 2.318 -0.020
H -6.369 2.282 1.846
H -2.244 1.280 0.177
H -2.386 -0.192 1.344
H -2.222 2.309 2.427
H -4.022 2.675 1.873
H -3.594 1.188 3.091
H 1.333 0.550 -1.782
H 0.762 0.732 0.083
H 3.176 1.266 0.853
H 3.915 0.723 -0.877
H 2.708 2.524 -2.148
H 1.662 3.070 -0.632
H 5.289 4.040 -2.486
Tm -0.822 -1.999 -4.355

---

The highest DFT total energy belongs to which entry?
C14H30B3F12Li2O4

---

What is the DFT total energy in the fifth record?
-3235.16703 Eh